# 1
Here is 2 unconnected molecules or ions with the total composition C16H17NO at a distorted geometry from the OMol25 dataset. Energies are from ωB97M-V/def2-TZVPD.

Properties
Lowest unoccupied orbital energy (eV): 0.8
E (eV): -20404.087
Net charge: 0
Relative energy (zero: lowest compared OMol25 entry of this formula, charge and spin) (kcal per mole): 40.1

```
35
Properties=species:S:1:pos:R:3:forces:R:3:mulliken_charge:R:1
C 0.46020 -0.33505 -2.92599 0.098 0.098 0.763 -1.32
C 0.83734 0.56180 -1.76843 -0.266 -1.057 -0.201 0.90
C 0.70211 0.28024 -0.44140 1.668 0.745 0.227 -1.06
N 1.39598 1.26402 0.30163 1.021 0.166 -0.929 -0.19
C 2.11307 2.05223 -0.61084 -0.903 0.306 0.124 -0.47
C 2.95540 3.14506 -0.40510 -0.110 0.277 -0.298 -0.50
C 3.34275 3.90138 -1.51053 -0.183 -1.039 0.015 -0.54
C 3.03063 3.44567 -2.81227 -0.596 -0.168 -0.118 -0.58
C 2.15789 2.37948 -3.02539 -0.204 0.591 1.181 -0.61
C 1.67754 1.70518 -1.89520 0.401 0.169 -0.114 0.85
H 1.02978 -0.07125 -3.81363 -0.269 0.210 -0.141 0.41
H -0.61382 -0.30738 -3.09131 -0.023 -0.092 -0.392 0.31
H 0.76506 -1.35543 -2.69287 -0.230 -0.129 0.017 0.29
H 0.50245 -0.65144 0.05035 -0.567 0.081 0.085 0.71
H 1.85470 1.11952 1.18199 -0.450 -0.454 0.360 0.30
H 3.30751 3.38895 0.58359 -0.175 0.304 0.230 0.34
H 3.82076 4.85930 -1.35199 0.462 -0.245 -0.132 0.38
H 3.45047 3.92220 -3.68100 -0.075 0.496 -0.077 0.39
H 1.64243 2.17413 -3.94971 0.642 -0.082 -0.538 0.35
C -1.23207 -2.40073 -0.20311 1.183 0.719 1.034 -1.53
C -1.51382 -2.15243 1.28894 -0.269 0.552 -1.265 0.65
C -1.90780 -0.86408 1.65586 0.000 -0.291 -0.798 -0.16
C -2.50922 -0.59452 2.87671 0.320 -0.982 -0.957 -0.82
C -2.93307 -1.73429 3.53695 0.290 -0.782 2.688 0.76
O -3.59988 -1.63006 4.75543 0.041 -0.320 -0.625 -0.53
C -2.55783 -3.06576 3.26495 0.335 1.044 -2.706 -0.66
C -1.75281 -3.23693 2.10856 -0.526 0.019 1.450 -0.55
H -1.23513 -1.42240 -0.68178 -1.103 -0.203 -0.447 0.27
H -1.94242 -3.15353 -0.53554 0.171 0.274 -0.601 0.45
H -0.18988 -2.64379 -0.44999 -0.152 -0.884 0.362 0.36
H -1.87063 -0.13141 0.85131 0.352 0.312 0.501 0.39
H -2.64506 0.42704 3.19834 -0.444 -0.083 0.219 0.34
H -4.06942 -0.80738 4.73457 -0.467 0.732 0.275 0.29
H -3.15191 -3.88240 3.64729 0.530 -0.051 0.747 0.37
H -1.32128 -4.18593 1.80962 -0.501 -0.232 0.061 0.38
```
Positions in Å, forces in eV/Å.

---

# 2
Here is C17H18FN3O7S in the gas phase at a distorted geometry from the OMol25 dataset. Energies are from ωB97M-V/def2-TZVPD.

Properties
Lowest unoccupied orbital energy (eV): 0.2
E (eV): -50275.263
Net charge: 0

```
47
Properties=species:S:1:pos:R:3:forces:R:3:mulliken_charge:R:1
C -1.11271 3.16679 -1.80574 -0.073 -0.136 0.099 -1.03
C 0.09500 3.12985 -0.95260 0.784 -0.031 -0.162 0.56
C 1.41512 2.91781 -1.22943 -0.476 0.085 0.372 -0.56
C 2.04465 2.98495 0.04292 -1.223 0.239 -0.128 0.75
N 3.39862 2.83946 0.25327 0.175 0.047 -0.627 -0.14
C 4.11602 2.60956 1.39270 -0.119 -0.279 0.428 0.42
O 5.32266 2.66002 1.37427 0.145 0.024 0.130 -0.63
C 3.33219 2.25813 2.64775 0.156 0.272 0.382 -0.54
O 2.34566 1.28961 2.32680 0.348 -0.370 -0.098 -0.28
C 1.17775 1.38468 2.97342 -0.328 0.069 0.243 0.35
O 1.00495 2.03180 3.97133 0.072 -0.124 -0.022 -0.67
C 0.10579 0.61162 2.28537 -0.091 -0.048 -0.160 -0.07
C -1.12988 0.45709 2.90875 0.291 0.035 -0.107 -0.56
C -2.18230 -0.14531 2.24348 -0.033 -0.107 -0.289 -0.76
C -1.99649 -0.55675 0.93309 -0.172 -0.001 0.291 0.60
F -3.01677 -1.12212 0.26985 0.024 0.116 0.119 -0.33
C -0.77751 -0.40027 0.29709 0.032 -0.184 -0.751 -0.34
S -0.59029 -0.80237 -1.44371 -0.037 -0.061 0.558 1.31
O -1.53981 -0.01593 -2.17603 -0.302 -0.373 -0.007 -0.86
O 0.80068 -0.65591 -1.76031 0.014 -0.282 0.158 -0.74
N -1.05732 -2.38712 -1.47465 0.245 0.941 -0.088 0.29
C -0.03338 -3.38647 -1.27380 0.288 -0.483 0.225 -0.45
C -0.71515 -4.65124 -0.74067 0.279 0.245 0.100 -0.67
O -1.72989 -5.08676 -1.61205 -0.007 -0.168 -0.147 -0.38
C -2.71523 -4.09469 -1.79781 -0.029 0.305 -0.128 -0.58
C -2.10287 -2.81763 -2.37674 -0.507 -0.115 -0.186 -0.51
C 0.27802 0.16636 0.97838 0.101 0.054 0.186 -0.05
N 1.16087 3.23498 0.98185 1.151 0.163 0.393 -0.40
O -0.04838 3.31843 0.36947 -0.583 -0.001 -0.602 -0.21
H -0.91059 3.71680 -2.72107 -0.014 0.071 -0.024 0.36
H -1.92917 3.63597 -1.26383 -0.076 0.068 -0.026 0.34
H -1.40281 2.14959 -2.07481 -0.047 0.125 0.007 0.07
H 1.87119 2.72299 -2.17552 0.063 -0.074 -0.287 0.38
H 3.97139 2.93850 -0.57748 -0.026 0.004 0.257 0.20
H 2.84107 3.15144 3.05291 0.131 -0.115 -0.059 0.41
H 4.03074 1.85985 3.39081 -0.106 0.111 -0.206 0.33
H -1.25051 0.82790 3.91510 -0.027 0.032 0.077 0.51
H -3.14443 -0.27835 2.71239 -0.094 -0.030 0.010 0.49
H 0.69007 -2.99630 -0.55838 0.099 -0.200 0.026 0.37
H 0.48200 -3.61069 -2.21770 0.002 0.034 0.105 0.32
H -0.00175 -5.47320 -0.66665 -0.001 0.107 0.056 0.36
H -1.13961 -4.43937 0.25269 0.065 -0.028 -0.048 0.31
H -3.44774 -4.51895 -2.48522 -0.005 0.102 0.048 0.34
H -3.19831 -3.85980 -0.83869 -0.004 -0.009 -0.065 0.30
H -2.83688 -2.01643 -2.44003 -0.112 -0.138 -0.114 0.30
H -1.69487 -3.02270 -3.37628 -0.068 0.027 0.062 0.33
H 1.22020 0.27421 0.46553 0.096 0.080 -0.003 0.76
```
Positions in Å, forces in eV/Å.

---

# 3
Here is 4 unconnected molecules or ions with the total composition C23H44BrClIN2O5 at a distorted geometry from the OMol25 dataset. Energies are from ωB97M-V/def2-TZVPD.

Properties
Lowest unoccupied orbital energy (eV): -4.1
E (eV): -128440.732
Net charge: +1

```
77
Properties=species:S:1:pos:R:3:forces:R:3:mulliken_charge:R:1
C -6.14140 0.86615 -4.59167 0.139 0.100 0.304 -0.48
O -7.22140 0.05227 -4.23566 -0.089 -0.290 -0.154 -0.43
C -6.87776 -0.91355 -3.24515 -0.199 0.806 -0.077 -0.60
C -7.17003 -0.37526 -1.83704 0.002 -0.526 0.164 -0.67
C -6.08258 -0.64270 -0.79096 -0.221 0.090 -0.276 -1.10
C -4.70302 -0.09297 -1.15830 -0.055 0.126 0.161 0.40
C -4.40931 1.27950 -0.49968 0.033 -0.162 -0.729 -2.40
C -2.99951 1.47164 -0.04664 -0.202 0.127 0.739 1.38
C -2.65311 1.59886 1.29261 -0.120 -0.065 -0.029 -0.69
I -4.08079 1.49148 2.82879 0.003 -0.034 -0.268 0.13
C -1.31806 1.79639 1.69534 -0.225 -0.096 0.026 0.84
N -1.02328 1.91360 3.03231 0.260 1.235 -0.765 -0.25
C -0.31069 1.82389 0.70393 -0.216 -0.258 0.054 1.55
C 1.12927 1.95953 1.13498 -0.243 0.034 -0.925 -2.05
C -0.68780 1.72328 -0.62365 0.544 0.245 0.750 0.34
C 0.34779 1.80322 -1.69990 -0.135 0.209 -0.538 -1.83
C 0.83346 0.42047 -2.06908 0.065 0.156 -0.585 0.85
O 1.08230 -0.39274 -1.26235 0.125 -0.929 0.914 -0.39
Cl 1.07916 0.07897 -3.77214 -0.053 0.305 -0.138 -0.16
N -1.99938 1.55952 -0.96402 0.113 -0.013 0.002 -0.10
Br -2.41403 1.47334 -2.78153 -0.092 0.010 0.021 0.11
H -6.45953 1.56497 -5.35438 -0.144 0.042 -0.155 0.35
H -5.77570 1.45119 -3.73486 0.013 0.065 0.070 0.08
H -5.30580 0.27141 -4.97286 0.086 -0.066 -0.113 0.26
H -7.49396 -1.78201 -3.44045 0.015 -0.224 -0.101 0.35
H -5.82615 -1.17157 -3.37993 0.088 -0.285 0.068 0.39
H -7.44063 0.67629 -1.89161 0.188 0.220 -0.116 0.35
H -8.06254 -0.88517 -1.48253 -0.223 0.110 0.092 0.37
H -6.43310 -0.21594 0.14634 0.092 -0.037 0.242 0.42
H -6.02033 -1.71536 -0.63150 0.082 -0.175 0.011 0.35
H -4.65167 0.03510 -2.23048 0.021 -0.094 -0.215 -0.13
H -3.93307 -0.82239 -0.91600 0.161 0.001 0.216 0.50
H -4.62945 2.07907 -1.20954 -0.084 0.084 -0.063 0.42
H -5.09561 1.41180 0.31973 0.092 0.142 0.338 0.60
H -0.08961 2.27494 3.18831 0.068 -0.313 0.111 0.20
H -1.64842 2.58303 3.47707 -0.258 -0.630 0.467 0.20
H 1.29552 1.60822 2.14187 0.101 -0.066 0.151 0.47
H 1.76044 1.36972 0.48377 0.216 -0.220 0.112 0.05
H 1.46558 2.98909 1.02885 0.046 0.179 0.249 0.37
H 0.01094 2.34753 -2.57091 -0.125 0.059 -0.110 0.69
H 1.22200 2.33580 -1.34647 0.141 0.099 0.238 0.28
C 6.12555 1.86127 -1.31493 0.072 0.101 0.129 -1.31
C 5.21545 1.03172 -0.42501 -0.054 0.036 -0.501 0.19
C 4.61852 -0.14721 -1.17285 -0.100 0.001 0.225 -0.90
O 4.16626 1.86415 0.09889 -0.056 -0.111 0.244 -0.47
H 5.56460 2.26951 -2.16092 -0.008 -0.089 -0.049 0.33
H 6.54017 2.70376 -0.76104 0.022 -0.032 0.022 0.34
H 6.94800 1.26211 -1.70543 -0.016 -0.005 -0.028 0.40
H 5.77819 0.67029 0.43554 -0.111 0.095 0.132 0.30
H 4.00526 0.20479 -2.01032 0.107 0.020 -0.078 0.11
H 3.96656 -0.72539 -0.51481 0.038 -0.015 0.013 0.27
H 5.38804 -0.80887 -1.56553 -0.030 -0.010 -0.070 0.43
H 3.68081 2.19840 -0.66227 0.134 0.096 -0.089 0.32
C 5.97207 -5.11960 -3.57574 0.038 0.077 -0.146 -1.30
C 6.34114 -3.99571 -2.62062 -0.325 -0.335 0.121 0.38
C 6.31042 -4.46209 -1.17316 0.067 0.141 0.070 -1.28
O 5.45387 -2.88768 -2.79787 0.196 0.118 -0.063 -0.47
H 4.95691 -5.47317 -3.37467 0.023 -0.038 0.081 0.35
H 5.99728 -4.76856 -4.60745 0.044 0.005 0.007 0.32
H 6.65601 -5.96323 -3.47836 -0.015 -0.011 0.011 0.38
H 7.33683 -3.62350 -2.86303 -0.034 0.124 -0.031 0.27
H 5.30510 -4.79598 -0.90123 0.004 -0.075 -0.055 0.33
H 6.57604 -3.64498 -0.50128 0.042 -0.005 -0.017 0.31
H 7.00368 -5.28724 -1.00769 -0.016 -0.013 0.003 0.40
H 4.56303 -3.19005 -2.59096 -0.010 -0.033 -0.007 0.32
C -0.60889 -0.33151 5.83618 0.063 0.040 -0.172 -1.02
C -0.16647 0.86792 6.66069 -0.354 -0.331 0.215 0.41
C -0.16164 0.55432 8.14769 0.084 0.141 0.053 -1.37
O -1.02538 1.98354 6.39855 0.172 0.156 -0.276 -0.54
H -1.62906 -0.62355 6.10051 0.025 -0.026 0.096 0.31
H -0.60793 -0.08318 4.77415 0.026 -0.023 0.009 0.12
H 0.04615 -1.18872 5.99559 -0.017 -0.004 0.028 0.39
H 0.83318 1.17572 6.35051 -0.033 0.138 -0.035 0.26
H -1.16701 0.28774 8.48446 0.000 -0.080 -0.046 0.36
H 0.15435 1.42538 8.72133 0.038 -0.005 -0.019 0.33
H 0.50889 -0.27465 8.37562 -0.018 -0.013 0.000 0.38
H -1.91470 1.73363 6.67085 -0.004 0.006 0.076 0.35
```
Positions in Å, forces in eV/Å.

---

# 4
Here is a molecular structure, C30H34BF4I2LuN10O3SSi2 at a distorted geometry from the OMol25 dataset. Energies are from ωB97M-V/def2-TZVPD.

Properties
Lowest unoccupied orbital energy (alpha / beta) (eV): 3.5 / 3.4
E (eV): -140679.939
Net charge: -2
Relative energy (zero: lowest compared OMol25 entry of this formula, charge and spin) (kcal per mole): 0.0

```
88
Properties=species:S:1:pos:R:3:forces:R:3:mulliken_charge:R:1
Lu -0.16459 0.02629 0.16563 0.835 -0.373 0.290 2.40
I -4.04900 -3.29415 1.77707 -0.016 0.173 0.175 -0.09
C -3.60930 -1.38643 2.53058 -0.185 -0.556 -0.172 -0.40
C -4.32916 -0.85747 3.58580 0.164 -0.147 -0.205 -0.36
C -4.09518 0.44734 3.98954 -0.134 0.445 0.274 -0.13
I -5.34453 1.18206 5.53584 0.081 -0.093 -0.152 -0.07
C -3.16363 1.29107 3.39325 -0.083 -0.339 -0.038 -0.19
C -3.07592 2.67267 3.55634 0.219 0.336 -0.146 -0.84
C -2.26877 3.42353 2.73341 -0.298 0.015 0.322 -1.78
C -1.60746 2.77970 1.66712 0.277 -0.223 -0.268 0.03
N -1.58410 1.50017 1.46867 0.030 -0.303 -0.007 0.28
C -2.13750 0.64524 2.49454 0.055 -0.289 0.117 1.65
C -2.56194 -0.70746 1.88185 0.160 0.062 0.215 -0.10
O -1.88223 -1.21296 0.96466 -0.308 0.346 0.040 -0.33
H -5.09176 -1.45292 4.06544 -0.018 0.019 0.013 0.39
H -3.69654 3.16850 4.29185 -0.017 -0.062 0.041 0.14
H -2.22155 4.49877 2.82956 0.043 -0.002 -0.038 0.39
H -1.08584 3.37970 0.92592 0.040 0.027 0.045 0.35
C 1.15980 -2.06611 4.48623 0.045 0.052 -0.207 -1.64
Si 1.74936 -0.95635 3.04382 0.433 0.214 0.765 1.04
C 2.08951 0.80479 3.69792 -0.197 -0.139 -0.091 -1.43
C 3.66439 -1.41650 2.94117 -0.226 -0.127 -0.036 -1.57
N 1.41221 -1.50944 1.35233 -0.540 0.262 -0.546 1.30
C 1.24805 -2.76263 0.96278 0.317 0.252 -0.110 0.91
C 1.58817 -3.89793 1.76482 0.096 -0.168 0.115 -0.95
C 1.60120 -5.17019 1.26776 0.025 0.041 0.123 -1.00
C 1.24752 -5.40581 -0.07588 -0.040 0.073 -0.096 -1.21
C 0.86030 -4.36484 -0.87631 0.008 -0.135 -0.009 -0.54
C 0.78764 -3.02030 -0.41172 -0.178 0.060 -0.112 0.60
N 0.31480 -2.00783 -1.14831 -0.214 0.442 0.304 -0.04
Si -0.25999 -2.23804 -2.76982 -0.078 -0.219 -0.877 0.36
C -0.71417 -0.65653 -3.69394 -0.101 -0.061 0.349 -1.12
C 1.09748 -2.93541 -3.92990 -0.079 -0.046 0.295 -1.28
C -1.79230 -3.35289 -2.83726 0.191 0.127 0.160 -1.17
H 0.71692 -1.43742 5.26315 -0.011 0.050 -0.039 0.40
H 1.97804 -2.63949 4.93247 -0.015 -0.009 0.004 0.34
H 0.38334 -2.75918 4.15501 -0.022 0.021 0.021 0.34
H 2.94986 0.81941 4.37351 0.032 -0.072 -0.038 0.41
H 1.21446 1.18373 4.23260 -0.011 0.011 -0.056 0.26
H 2.29037 1.48923 2.87241 0.035 0.004 0.045 0.25
H 4.09540 -1.44450 3.94865 0.023 0.019 -0.003 0.44
H 4.19568 -0.63738 2.38287 0.016 0.000 -0.025 0.26
H 3.87062 -2.37899 2.45745 0.022 -0.002 0.023 0.36
H 1.89446 -3.71344 2.78410 -0.011 -0.037 -0.004 0.32
H 1.89816 -5.99978 1.89917 -0.009 0.022 0.031 0.39
H 1.26965 -6.41345 -0.47507 -0.007 -0.003 -0.002 0.37
H 0.57278 -4.56660 -1.89778 -0.016 -0.051 0.037 0.21
H 0.06108 0.10401 -3.61628 -0.001 -0.022 -0.065 0.31
H -1.65136 -0.22248 -3.34716 0.055 0.027 -0.010 0.16
H -0.83007 -0.90553 -4.75232 0.042 -0.099 0.006 0.57
H 1.98032 -2.28925 -3.88577 -0.009 0.020 -0.006 0.27
H 0.73362 -2.93082 -4.96108 -0.041 0.040 0.009 0.39
H 1.42669 -3.95017 -3.69943 0.017 0.028 0.001 0.37
H -2.54652 -2.95456 -2.15243 0.007 0.033 -0.030 0.26
H -1.58848 -4.38431 -2.54238 0.019 0.016 -0.004 0.35
H -2.22485 -3.36110 -3.84126 0.039 0.037 -0.026 0.33
N 3.55550 -1.15967 -0.65136 -0.438 -0.184 0.598 0.21
C 3.27828 -0.37818 -1.67431 -0.109 0.435 -0.479 0.18
N 4.18151 -0.33424 -2.67221 0.055 -0.158 0.048 -0.84
C 3.93987 0.56856 -3.60173 -0.050 0.006 0.102 0.17
N 4.78532 0.60452 -4.67917 0.003 -0.057 0.012 -0.46
N 2.94439 1.45152 -3.58854 -0.106 0.131 -0.101 -0.69
C 2.08031 1.29163 -2.58529 0.236 -0.274 0.066 -0.23
N 2.13049 0.35934 -1.64694 0.263 -0.021 -0.184 1.09
C 0.97816 2.28787 -2.53956 -0.165 0.276 -0.064 0.72
C 1.12431 3.47851 -3.24362 -0.010 -0.037 0.019 -0.81
C 0.12355 4.42810 -3.16428 -0.022 -0.065 0.044 -0.70
C -1.00557 4.13665 -2.41911 0.032 0.044 -0.061 -1.26
C -1.08133 2.90908 -1.78073 -0.236 -0.084 0.085 -0.60
N -0.10321 2.00949 -1.81372 0.131 -0.233 0.147 0.63
H 4.39393 -1.70942 -0.66833 -0.008 0.016 -0.013 0.25
H 2.89984 -1.20339 0.13709 0.112 -0.090 -0.126 -0.53
H 5.66257 0.13394 -4.53997 0.027 0.042 -0.026 0.27
H 4.79402 1.47108 -5.18760 0.005 -0.001 -0.012 0.28
H 2.02334 3.63226 -3.81840 0.013 0.025 0.013 0.51
H 0.22360 5.37868 -3.67318 0.003 -0.005 -0.015 0.39
H -1.82282 4.84051 -2.33659 -0.027 -0.046 0.020 0.45
H -1.97414 2.62401 -1.23763 0.070 0.032 0.013 0.44
F -4.05798 -0.86780 -1.65343 0.034 0.018 0.027 -0.34
B -3.56962 0.36220 -1.24991 -0.012 0.038 0.009 0.65
F -2.09901 0.25765 -1.16162 -0.010 -0.046 0.013 -0.21
F -4.05498 0.74672 -0.00262 0.041 -0.055 -0.147 -0.32
F -3.82807 1.35097 -2.20785 0.022 -0.020 0.036 -0.39
S 3.17436 3.75564 0.04706 0.499 0.497 -0.195 -0.54
C 2.07955 2.62444 0.40184 -0.584 -0.513 0.354 0.51
N 1.28294 1.80197 0.63880 0.106 0.109 0.087 -0.79
O -0.07892 -0.42254 2.62332 -0.509 0.371 -1.022 -0.07
O -1.06558 0.27675 3.40774 0.174 0.151 0.345 -0.93
```
Positions in Å, forces in eV/Å.

---

Listing molar mass for the structures above in their given order: 239.32; 427.41; 670.88; 1186.49 Da.